1.
C25H34AsB11Br6N2O2Re as an isolated structure, computed with ωB97M-V with the def2-TZVPD basis set.

Geometry as XYZ:
```
82
C25H34AsB11Br6N2O2Re ωB97M-V with the def2-TZVPD basis set
Re 0.000 0.000 0.000
Br 0.503 -2.354 -1.313
B -1.587 -2.395 -2.235
B -1.770 -2.945 -3.794
C -2.926 -2.006 -4.538
B -3.098 -2.423 -2.934
B -3.458 -0.871 -3.436
B -2.352 -0.444 -4.609
B -1.308 -1.724 -4.831
B -0.482 -1.965 -3.401
Br 1.331 -0.974 -3.807
B -0.840 -0.416 -3.906
Br -1.176 1.291 -5.312
B -2.165 0.106 -3.046
Br -0.379 1.548 -2.575
B -2.629 -1.114 -2.015
Br -2.522 0.781 -0.891
B -1.014 -0.837 -2.294
Br -1.644 -1.604 0.165
H -2.271 -3.568 -4.705
H -3.795 -1.822 -5.360
H -4.275 -2.646 -2.944
H -4.444 -1.053 -3.857
H -2.349 -0.753 -5.834
H -0.553 -2.650 -4.991
C -0.656 -0.344 2.484
N -1.461 0.850 2.669
C -1.878 1.150 4.027
C -3.032 2.124 4.047
C -2.605 3.337 3.257
N -2.165 2.974 1.923
C -2.111 4.043 0.941
C -1.470 1.801 1.656
O -0.909 1.608 0.578
H -1.144 -1.190 2.975
H 0.328 -0.175 2.931
H -0.528 -0.584 1.425
H -1.011 1.555 4.562
H -2.179 0.218 4.519
H -3.292 2.399 5.074
H -3.917 1.668 3.587
H -1.776 3.858 3.752
H -3.447 4.034 3.176
H -3.061 4.584 0.942
H -1.931 3.657 -0.066
H -1.298 4.724 1.211
O 1.615 -1.042 0.203
As 3.011 -0.349 0.729
C 3.480 -1.498 2.252
C 3.627 -1.016 3.561
C 3.960 -1.889 4.602
C 4.147 -3.249 4.345
C 3.998 -3.738 3.046
C 3.665 -2.867 2.005
C 2.556 1.560 0.869
C 1.918 2.184 -0.214
C 1.579 3.539 -0.156
C 1.878 4.286 0.985
C 2.516 3.676 2.067
C 2.854 2.320 2.010
C 4.239 -0.682 -0.756
C 3.915 -0.277 -2.059
C 4.801 -0.521 -3.113
C 6.016 -1.169 -2.871
C 6.344 -1.574 -1.575
C 5.458 -1.332 -0.520
H 3.484 0.020 3.796
H 4.072 -1.511 5.610
H 4.405 -3.923 5.152
H 4.141 -4.792 2.844
H 3.551 -3.258 1.002
H 1.670 1.623 -1.102
H 1.084 4.010 -0.996
H 1.617 5.335 1.030
H 2.752 4.256 2.950
H 3.355 1.888 2.852
H 2.979 0.218 -2.265
H 4.546 -0.208 -4.117
H 6.701 -1.357 -3.687
H 7.285 -2.075 -1.387
H 5.727 -1.648 0.479
H 1.022 0.813 1.127
```

Values from the calculation:
Total charge = +4
Lowest unoccupied orbital energy (alpha / beta) = -14.52 / -14.55 eV
⟨S²⟩ = 0.791
Spin multiplicity = 2
Electronic energy = -524148.5994 eV
Orbital gap (alpha / beta) = 4.02 / 4.12 eV


2.
A 2-piece molecular cluster, C4H14N3 overall, computed with ωB97M-V with the def2-TZVPD basis set.

Geometry as XYZ:
```
21
C4H14N3 ωB97M-V with the def2-TZVPD basis set
C 1.358 1.086 1.742
C 0.746 0.498 0.485
C 0.757 1.510 -0.648
N 1.423 -0.741 0.026
H 0.793 1.922 2.144
H 1.406 0.347 2.534
H 2.386 1.385 1.527
H -0.284 0.189 0.692
H 0.654 1.018 -1.615
H -0.069 2.209 -0.537
H 1.672 2.101 -0.624
H 1.780 -1.249 0.829
H 2.248 -0.484 -0.512
N -2.235 -2.009 0.022
C -1.446 -1.377 -0.808
N -1.837 -0.419 -1.603
H -3.160 -1.677 0.255
H -1.838 -2.684 0.660
H -0.402 -1.667 -0.860
H -1.159 0.120 -2.122
H -2.790 -0.078 -1.588
```

Values from the calculation:
Total charge = +1
Lowest unoccupied orbital energy = -3.36 eV
Spin multiplicity = 1
Electronic energy = -8839.6143 eV
Energy above the lowest of the compared OMol25 structures with the same formula, charge and spin = 9.42 kcal/mol
Orbital gap = 10.01 eV


3.
A 2-piece molecular cluster, C2H2FN3S2 overall, computed with ωB97M-V with the def2-TZVPD basis set.

Geometry as XYZ:
```
10
C2H2FN3S2 ωB97M-V with the def2-TZVPD basis set
C -1.783 1.816 -0.016
C 0.385 0.540 1.148
N -2.345 0.769 0.100
N 0.129 -0.272 1.915
N -2.590 -0.370 -0.210
F -2.387 3.042 0.031
S 2.821 1.505 -0.097
S 0.818 1.755 0.017
H -2.759 -1.085 0.524
H 2.980 0.504 -1.167
```

Values from the calculation:
Lowest unoccupied orbital energy (alpha / beta) = -0.97 / -0.97 eV
Spin multiplicity = 1
Electronic energy = -30959.5855 eV
Energy above the lowest of the compared OMol25 structures with the same formula, charge and spin = 67.53 kcal/mol
Orbital gap (alpha / beta) = 8.51 / 8.51 eV


4.
A 2-piece molecular cluster, C2H2ClN overall, computed with ωB97M-V with the def2-TZVPD basis set.

Geometry as XYZ:
```
6
C2H2ClN ωB97M-V with the def2-TZVPD basis set
C -1.122 -0.242 1.518
C -0.561 -0.046 0.442
N 0.729 -0.120 -1.534
Cl 1.118 1.448 -1.874
H -1.725 -0.476 2.358
H 1.561 -0.563 -0.909
```

Values from the calculation:
Lowest unoccupied orbital energy (alpha / beta) = -2.48 / -2.47 eV
Spin multiplicity = 1
Electronic energy = -16111.0797 eV
Energy above the lowest of the compared OMol25 structures with the same formula, charge and spin = 161.49 kcal/mol
Orbital gap (alpha / beta) = 7.69 / 7.69 eV


5.
A 2-piece molecular cluster, C3H4N2O3 overall, computed with ωB97M-V with the def2-TZVPD basis set.

Geometry as XYZ:
```
12
C3H4N2O3 ωB97M-V with the def2-TZVPD basis set
C -2.027 -0.659 0.011
C -0.893 0.424 -0.018
C 1.317 0.710 0.297
H -2.264 -0.746 1.280
H -2.843 0.001 -0.522
H -1.696 -1.983 -0.502
H 2.389 -1.028 -0.574
N -0.689 1.654 -0.404
N 2.552 0.665 -0.065
O 0.681 1.802 0.292
O 3.209 -0.574 -0.087
O 0.266 -0.265 0.292
```

Values from the calculation:
Lowest unoccupied orbital energy = -0.04 eV
Spin multiplicity = 1
Electronic energy = -12290.8677 eV
Energy above the lowest of the compared OMol25 structures with the same formula, charge and spin = 187.43 kcal/mol
Orbital gap = 9.46 eV


6.
A 2-piece molecular cluster, CH5BO overall, computed with ωB97M-V with the def2-TZVPD basis set.

Geometry as XYZ:
```
8
CH5BO ωB97M-V with the def2-TZVPD basis set
B 1.682 0.074 0.019
C -1.228 -0.015 -0.103
O -0.231 0.860 -0.289
H 1.898 -1.045 0.396
H 2.325 0.910 0.250
H -1.146 -1.042 -0.632
H -2.098 0.527 -0.585
H -1.201 -0.270 0.945
```

Values from the calculation:
Lowest unoccupied orbital energy = -0.92 eV
Spin multiplicity = 1
Electronic energy = -3837.5878 eV
Energy above the lowest of the compared OMol25 structures with the same formula, charge and spin = 125.62 kcal/mol
Orbital gap = 8.29 eV


7.
A 6-piece molecular cluster, C12H36O6S2 overall, computed with ωB97M-V with the def2-TZVPD basis set.

Geometry as XYZ:
```
56
C12H36O6S2 ωB97M-V with the def2-TZVPD basis set
C 44.284 15.830 19.037
C 43.061 14.870 18.911
O 42.063 15.617 18.204
H 43.687 16.322 19.837
H 44.465 16.142 18.020
H 44.916 15.256 19.656
H 42.706 14.749 19.982
H 42.929 13.952 18.323
H 42.264 15.241 17.316
C 47.807 13.596 20.059
C 47.803 12.265 20.647
O 47.671 11.229 19.660
H 48.522 13.906 19.300
H 47.907 14.238 20.949
H 46.790 13.753 19.314
H 47.024 12.124 21.340
H 48.621 12.204 20.937
H 47.422 10.397 19.936
C 46.295 11.537 25.269
C 47.751 12.086 25.271
O 48.108 12.331 24.014
H 46.000 10.904 24.428
H 45.726 12.264 24.988
H 46.177 11.287 26.178
H 48.704 11.476 25.667
H 47.743 12.858 26.129
H 48.915 12.793 23.955
C 45.124 14.633 22.701
C 45.124 15.953 23.449
O 44.497 15.740 24.667
H 45.587 14.729 21.740
H 44.108 14.338 22.370
H 45.553 13.705 23.274
H 44.478 16.736 22.831
H 46.142 16.351 23.247
H 44.491 16.465 25.223
C 41.744 15.447 27.167
S 42.366 14.046 26.331
O 41.873 12.831 27.082
C 41.425 14.169 24.812
H 40.756 15.583 26.923
H 42.093 16.413 26.793
H 41.876 15.585 28.026
H 41.631 13.433 24.028
H 41.766 15.266 24.524
H 40.330 14.287 24.904
C 47.773 17.906 26.653
S 46.351 17.186 27.576
O 45.106 17.252 26.684
C 46.957 15.545 27.278
H 47.662 17.392 25.777
H 48.763 17.487 27.011
H 47.802 19.008 26.393
H 47.569 15.416 28.076
H 46.993 15.331 26.205
H 46.159 14.977 27.476
```

Values from the calculation:
Lowest unoccupied orbital energy = 0.27 eV
Spin multiplicity = 1
Electronic energy = -46971.0204 eV
Orbital gap = 8.59 eV


8.
C2H6ClPS2 as an isolated structure, computed with ωB97M-V with the def2-TZVPD basis set.

Geometry as XYZ:
```
12
C2H6ClPS2 ωB97M-V with the def2-TZVPD basis set
C -2.321 -0.298 -0.319
C -1.020 0.277 -0.892
P 2.850 0.418 0.191
S 2.926 -0.512 2.044
S 3.825 2.083 0.380
Cl 0.205 0.877 0.267
H -3.280 -0.152 -0.834
H -2.302 -1.432 -0.225
H -0.381 -0.609 -1.278
H -1.046 1.059 -1.711
H 2.907 -1.847 1.785
H -2.363 0.137 0.591
```

Values from the calculation:
Lowest unoccupied orbital energy = -0.71 eV
Spin multiplicity = 1
Electronic energy = -45652.2787 eV
Energy above the lowest of the compared OMol25 structures with the same formula, charge and spin = 48.63 kcal/mol
Orbital gap = 7.75 eV